# C32H61BrF3InNO7

A molecular structure, C32H61BrF3InNO7 at a distorted geometry (ωB97M-V with the def2-TZVPD basis set, the OMol25 dataset).

Calculated values
net charge	-1
orbital gap	6.06	eV
highest occupied orbital energy	-4.237	eV
spin multiplicity	1
maximum force	5.42	eV/Å

XYZ file:
```
106
Properties=species:S:1:pos:R:3:lowdin_charge:R:1
N 0.673 1.024 4.344 -0.08
C 0.447 0.264 3.054 -0.37
C -1.168 0.302 2.784 -0.31
In -1.744 -1.492 1.497 0.67
C -3.961 -1.378 1.074 -0.31
C -4.818 -2.657 1.534 -0.23
C -5.269 -2.626 3.069 -0.09
F -4.952 -3.668 4.012 -0.03
C -6.068 -1.498 3.521 -0.14
F -7.479 -1.732 3.638 0.00
F -5.460 -0.240 3.780 0.02
C -1.034 -3.455 2.365 -0.27
C -1.001 -3.490 3.974 -0.77
O -0.624 -2.516 4.678 -0.10
Br -1.516 -5.131 5.018 0.53
H 0.290 0.400 5.071 0.04
H 0.048 1.851 4.257 0.05
H 0.986 0.822 2.208 0.10
H 0.860 -0.797 3.080 0.08
H -1.683 0.315 3.804 0.03
H -1.337 1.274 2.180 0.03
H -0.868 -1.248 -0.078 -0.05
H -4.333 -0.380 1.506 0.02
H -4.080 -1.292 -0.074 0.04
H -5.806 -2.625 0.930 0.10
H -4.328 -3.659 1.253 0.11
H 0.075 -3.571 2.054 0.06
H -1.562 -4.386 1.952 0.03
C 1.667 -0.860 -3.411 -0.18
C 2.096 0.585 -3.293 -0.18
C 1.062 1.141 -2.335 -0.19
O 0.673 0.065 -1.472 -0.18
C 1.184 -1.162 -2.006 -0.23
H 2.464 -1.530 -3.741 0.11
H 0.835 -0.944 -4.119 0.11
H 3.092 0.641 -2.841 0.11
H 2.123 1.116 -4.247 0.11
H 0.168 1.482 -2.868 0.09
H 1.448 1.970 -1.737 0.10
H 2.009 -1.489 -1.363 0.12
H 0.404 -1.925 -1.984 0.09
C 4.389 4.931 -1.033 -0.17
C 5.412 4.264 -0.145 -0.18
C 4.632 3.088 0.408 -0.19
O 3.678 2.714 -0.596 -0.14
C 3.636 3.742 -1.595 -0.21
H 4.825 5.564 -1.809 0.11
H 3.716 5.547 -0.427 0.11
H 6.250 3.906 -0.750 0.09
H 5.809 4.917 0.636 0.11
H 4.077 3.366 1.310 0.12
H 5.272 2.233 0.643 0.12
H 4.124 3.353 -2.495 0.10
H 2.597 3.979 -1.837 0.11
C -3.777 2.011 -5.394 -0.19
C -3.732 1.750 -3.905 -0.17
C -2.442 0.968 -3.761 -0.20
O -1.559 1.426 -4.797 -0.15
C -2.312 2.224 -5.720 -0.21
H -4.403 2.861 -5.672 0.11
H -4.151 1.124 -5.916 0.11
H -3.657 2.698 -3.364 0.12
H -4.602 1.210 -3.528 0.12
H -2.607 -0.104 -3.912 0.12
H -1.972 1.113 -2.786 0.12
H -2.021 3.271 -5.573 0.12
H -2.064 1.934 -6.744 0.11
C -7.125 4.085 2.706 -0.19
C -7.052 2.637 3.138 -0.18
C -6.595 1.952 1.866 -0.20
O -5.791 2.900 1.150 -0.13
C -5.950 4.189 1.754 -0.21
H -7.067 4.794 3.534 0.11
H -8.061 4.265 2.166 0.11
H -6.293 2.520 3.918 0.12
H -7.996 2.243 3.519 0.11
H -7.447 1.686 1.229 0.12
H -6.013 1.051 2.061 0.08
H -5.024 4.425 2.290 0.12
H -6.104 4.943 0.977 0.11
C 1.068 -9.509 4.300 -0.19
C 1.931 -8.420 4.895 -0.18
C 2.236 -7.563 3.682 -0.21
O 1.112 -7.676 2.799 -0.14
C 0.275 -8.748 3.256 -0.21
H 0.434 -10.016 5.031 0.11
H 1.700 -10.261 3.815 0.11
H 1.351 -7.844 5.623 0.11
H 2.829 -8.792 5.391 0.11
H 3.120 -7.929 3.149 0.11
H 2.394 -6.513 3.941 0.12
H -0.628 -8.305 3.689 0.11
H -0.015 -9.375 2.410 0.11
C 7.580 2.109 -4.888 -0.18
C 8.007 3.554 -4.766 -0.18
C 6.973 4.109 -3.807 -0.21
O 6.584 3.031 -2.945 -0.17
C 7.098 1.804 -3.483 -0.19
H 8.377 1.441 -5.219 0.11
H 6.748 2.026 -5.595 0.12
H 9.004 3.609 -4.315 0.12
H 8.034 4.086 -5.719 0.11
H 6.079 4.451 -4.340 0.12
H 7.359 4.937 -3.207 0.12
H 7.924 1.477 -2.842 0.12
H 6.318 1.040 -3.464 0.12
```

---

# C32H61N11O8

11 unconnected molecules or ions with the total composition C32H61N11O8 at a distorted geometry (ωB97M-V with the def2-TZVPD basis set, the OMol25 dataset).

Calculated values
orbital gap	10.74	eV
structure (SMILES)	C[N+](=O)[O-].C[N+](=O)[O-].C[N+](=O)[O-].C[N+](=O)[O-].CCCC#N.CCCC#N.CCCC#N.CCCC#N.CCCC#N.CCCC#N.CCCC#N
highest occupied orbital energy	-10.897	eV
ΔE to the lowest compared entry with this formula, charge and spin	0.0	kcal/mol
spin multiplicity	1
maximum force	5.77	eV/Å

XYZ file:
```
112
Properties=species:S:1:pos:R:3:lowdin_charge:R:1
C -5.295 -0.950 4.570 -0.11
C -4.026 -1.591 5.131 -0.23
C -2.705 -1.290 4.243 -0.15
C -2.430 0.182 4.185 -0.26
N -2.291 1.294 4.371 0.16
H -5.026 0.106 4.256 0.09
H -6.097 -1.031 5.334 0.08
H -5.635 -1.438 3.668 0.06
H -4.096 -2.695 5.125 0.10
H -3.860 -1.278 6.152 0.10
H -2.788 -1.711 3.209 0.07
H -1.749 -1.733 4.655 0.12
C -0.003 3.785 -4.740 -0.12
C 0.321 2.333 -5.076 -0.28
C 1.085 1.682 -3.933 -0.20
C 2.300 2.443 -3.689 -0.26
N 3.296 3.017 -3.608 0.17
H -0.733 4.250 -5.445 0.08
H 0.925 4.412 -4.776 0.09
H -0.444 3.811 -3.751 0.06
H 0.965 2.400 -6.012 0.12
H -0.488 1.648 -5.482 0.10
H 1.304 0.642 -4.190 0.11
H 0.508 1.659 -2.977 0.11
C 0.036 -3.924 -5.807 -0.07
C -0.591 -2.821 -6.731 -0.23
C -0.175 -1.406 -6.279 -0.20
C -1.091 -0.965 -5.274 -0.25
N -1.858 -0.551 -4.511 0.18
H 1.094 -3.671 -5.705 0.07
H -0.055 -4.890 -6.302 0.07
H -0.315 -3.934 -4.811 0.06
H -1.654 -2.817 -6.791 0.09
H -0.391 -2.907 -7.797 0.10
H -0.122 -0.665 -7.100 0.14
H 0.819 -1.435 -5.907 0.10
C -1.639 4.780 0.920 -0.11
C -3.119 5.204 0.739 -0.24
C -3.827 4.491 -0.412 -0.19
C -3.908 2.998 -0.342 -0.13
N -3.696 1.817 -0.272 0.18
H -1.093 5.530 1.494 0.07
H -1.204 4.853 -0.091 0.08
H -1.576 3.780 1.263 0.04
H -3.110 6.315 0.572 0.13
H -3.608 4.993 1.660 0.09
H -3.343 4.697 -1.320 0.09
H -4.839 4.937 -0.577 0.13
C -0.511 -4.828 1.225 -0.10
C -1.741 -4.268 0.510 -0.23
C -3.016 -4.209 1.394 -0.18
C -3.252 -5.436 2.115 -0.24
N -3.416 -6.489 2.530 0.15
H -0.671 -5.766 1.672 0.04
H -0.215 -4.143 2.009 0.07
H 0.414 -4.909 0.595 0.09
H -1.955 -4.828 -0.388 0.11
H -1.446 -3.269 0.206 0.07
H -3.854 -3.893 0.841 0.08
H -2.865 -3.344 2.123 0.11
C 5.300 -2.959 -0.650 -0.09
C 4.014 -2.535 -1.316 -0.26
C 3.950 -1.057 -1.567 -0.20
C 5.259 -0.554 -1.881 -0.25
N 6.341 -0.267 -2.184 0.16
H 5.269 -4.063 -0.557 0.09
H 5.292 -2.567 0.342 0.05
H 6.161 -2.619 -1.153 0.05
H 3.122 -2.831 -0.791 0.09
H 3.937 -3.008 -2.310 0.12
H 3.641 -0.578 -0.644 0.10
H 3.271 -0.797 -2.359 0.11
C 3.859 -1.328 3.193 -0.12
C 4.166 0.123 3.257 -0.22
C 3.482 0.691 4.576 -0.15
C 2.056 0.584 4.495 -0.24
N 0.905 0.440 4.673 0.18
H 2.849 -1.639 3.175 0.06
H 4.278 -1.885 3.998 0.07
H 4.277 -1.788 2.302 0.06
H 3.806 0.642 2.362 0.07
H 5.243 0.233 3.261 0.11
H 3.698 1.745 4.684 0.10
H 3.811 0.012 5.361 0.12
C 3.595 3.606 -0.412 0.07
N 2.937 2.230 -0.222 -0.40
O 2.049 1.826 -0.934 0.05
O 3.391 1.601 0.691 0.02
H 3.042 4.112 -1.206 0.08
H 4.654 3.382 -0.650 0.11
H 3.425 4.074 0.538 0.08
C -3.520 -1.120 -1.365 0.01
N -3.717 -1.235 0.100 -0.45
O -2.854 -1.048 0.872 0.05
O -4.900 -1.476 0.451 0.01
H -2.450 -1.013 -1.550 0.06
H -4.070 -0.157 -1.597 0.09
H -3.995 -2.020 -1.888 0.13
C -0.154 0.040 1.153 0.02
N 0.017 -0.569 -0.196 -0.38
O 0.609 -1.652 -0.244 0.04
O -0.360 0.143 -1.181 0.00
H 0.870 0.535 1.299 0.11
H -0.359 -0.723 1.868 0.07
H -0.898 0.838 1.073 0.09
C -0.016 3.850 4.167 0.04
N 1.126 3.462 3.325 -0.38
O 0.948 3.085 2.155 0.03
O 2.245 3.517 3.887 0.03
H -0.761 4.321 3.520 0.08
H 0.354 4.523 4.920 0.10
H -0.439 2.902 4.489 0.05
```

---

- What is the highest occupied orbital energy in the first record?
  -4.237 eV

---

- Which formula does entry 2 have?
  C32H61N11O8

---

- What is the spin multiplicity in the second record?
  1

---

- The lowest orbital gap belongs to which entry?
  C32H61BrF3InNO7